# C7H9ClN2

A gas-phase ion, C7H9ClN2 (charge +2) at a distorted geometry (wB97M-V/def2-TZVPD, OMol25).

As for the charge: +2. The calculation puts the HOMO energy (alpha / beta) at -18.21 / -18.21 eV. The LUMO energy (alpha / beta) is -9.86 / -9.86 eV. Its molar mass is 156.616 g/mol. The value obtained for the frontier orbital gap (alpha / beta) is 8.35 / 8.35 eV.

Geometry as XYZ:
```
19
Properties=species:S:1:pos:R:3:forces:R:3
C -1.47107 -0.28510 1.71709 2.890 -2.524 -1.325
C -0.60469 -1.30021 1.95371 -0.683 0.661 2.920
C -1.52089 0.42422 0.46135 -0.212 -0.225 2.334
C 0.41659 -1.81132 1.07918 0.882 -1.965 0.123
C 0.61969 -1.76132 -0.21695 0.898 0.453 0.708
C -0.03386 1.38607 -1.21136 0.240 -2.998 -2.260
C 0.63328 2.66767 -0.96186 2.132 -2.373 -5.057
N -0.54338 0.69703 -0.26778 -0.275 0.810 -0.980
N 1.19799 -1.68995 -1.33667 -3.506 -1.357 -0.090
Cl 1.45066 -3.09880 1.77677 -0.887 0.820 -0.639
H -2.18415 -0.11861 2.44377 -1.603 0.681 1.200
H -0.63924 -1.78064 3.02689 0.170 0.787 -2.400
H -2.50312 0.78867 0.35613 -1.049 1.136 -1.262
H -0.03280 0.77242 -2.24794 0.156 1.835 2.071
H 0.94569 2.60507 -0.01878 0.712 1.059 4.100
H 1.61108 2.68409 -1.62779 -2.081 0.247 1.039
H -0.08023 3.32628 -1.35026 -0.807 2.111 -0.089
H 0.60443 -2.06748 -2.10154 1.213 0.014 -0.019
H 2.13402 -1.43809 -1.47397 1.809 0.827 -0.372
```
Positions in Å, forces in eV/Å.